52
Properties=species:S:1:pos:R:3:forces:R:3:lowdin_charge:R:1 method="wB97M-V/def2-TZVPD" total_charge=-1 e_homo_ev=-3.923 e_lumo_ev=2.47 homo_lumo_gap_ev=6.39 molar_mass_g_mol=387.3
C 0.18100 -0.85849 -2.81785 0.9 0.2 0.3 -0.189
Si 1.69862 -0.40461 -1.75461 -0.5 0.3 0.2 0.617
C 3.14145 -1.46366 -2.36230 -0.3 -0.3 0.3 -0.172
C 1.29762 -0.71988 0.08008 0.0 -0.3 -1.0 -0.193
C -0.18347 -0.40998 0.38997 0.0 -0.9 0.4 -0.139
C -0.42291 0.17129 1.77287 0.9 0.9 -0.9 -0.465
F -0.44378 -0.78766 2.74051 -0.2 -0.2 -0.1 0.085
F -1.69839 0.74146 1.74841 -0.1 -0.2 0.1 0.028
C 0.52481 1.27501 2.22196 -1.0 0.9 2.2 -0.280
C 0.76563 2.51553 1.32669 0.0 0.7 0.6 -0.165
O 1.98616 3.03242 1.80973 -0.4 -0.2 0.0 -0.100
B 2.71501 1.91130 2.45447 1.0 -0.7 -0.6 -0.617
O 1.71209 0.86298 2.83787 -0.3 0.1 -1.2 -0.068
C 1.95888 1.45491 -1.94890 -0.3 -1.6 -0.4 -0.261
C 1.14085 2.18479 -2.78964 -0.3 -0.1 -0.3 -0.118
C 1.31135 3.54033 -2.88442 -1.1 1.0 -0.9 -0.118
C 2.26647 4.19829 -2.16439 0.4 0.4 0.1 -0.098
C 3.08871 3.45949 -1.35115 0.9 1.1 0.6 -0.085
C 2.93810 2.10985 -1.24018 0.7 -0.5 0.4 -0.111
H -0.63086 -0.17153 -2.57892 -0.2 -0.2 -0.1 0.016
H 0.47376 -0.74359 -3.86579 -0.2 0.0 0.0 0.029
H -0.08347 -1.90072 -2.62516 -0.2 0.1 -0.1 0.031
H 2.73211 -2.31130 -2.92419 0.0 0.1 -0.1 0.021
H 3.64520 -1.91387 -1.50129 0.2 0.2 -0.1 0.025
H 3.85306 -0.94045 -3.00135 0.0 0.0 0.1 0.024
H 2.00472 -0.16658 0.70692 -0.1 -0.1 0.1 0.070
H 1.46267 -1.79612 0.20956 0.1 0.1 0.4 0.080
H -0.72586 -1.36551 0.36147 -0.1 0.2 -0.1 0.115
H -0.67952 0.22283 -0.34885 0.2 0.3 0.2 0.103
H -0.03437 1.71972 3.07418 -0.4 -0.2 -0.3 0.152
H 0.00903 3.27702 1.57294 -0.2 -0.3 -0.1 0.117
H 0.68155 2.41313 0.23343 0.5 -0.5 0.0 0.105
H 3.41870 2.18651 3.41013 -0.1 0.4 0.1 0.049
H 3.43668 1.40592 1.56683 0.3 -0.2 0.0 0.048
H 0.35458 1.73471 -3.38435 0.1 -0.2 0.1 0.088
H 0.65270 4.12875 -3.51997 0.0 -0.1 0.0 0.098
H 2.38009 5.27312 -2.22613 0.0 0.0 0.0 0.100
H 3.84350 3.97149 -0.76472 0.0 -0.1 0.1 0.115
H 3.59331 1.57605 -0.56110 -0.1 0.0 0.1 0.092
C -3.41854 -1.84018 2.33160 -0.3 0.0 0.1 -0.010
C -3.99995 -2.61317 1.16102 0.3 0.3 0.5 -0.310
C -5.32930 -3.27268 1.42277 -0.3 0.0 -0.2 -0.104
O -5.31701 -4.36263 0.49173 0.1 0.0 0.0 0.053
C -4.01303 -4.69836 0.29283 0.2 0.0 0.0 -0.565
O -3.65195 -5.68326 -0.26702 -0.1 0.0 0.0 0.156
O -3.19164 -3.76199 0.82308 -0.3 -0.2 -0.2 0.084
H -3.97695 -2.02051 3.25312 0.0 -0.2 0.0 0.083
H -2.38084 -2.10952 2.50824 0.0 0.0 -0.1 0.080
H -3.46053 -0.77130 2.13869 0.1 0.0 0.0 0.075
H -4.04202 -1.97624 0.27379 0.0 -0.1 -0.1 0.158
H -6.17717 -2.61679 1.23619 0.0 -0.1 -0.1 0.137
H -5.40685 -3.68635 2.43117 0.1 0.1 0.0 0.135